ORCA calculation (wB97M-V/def2-TZVPD) on C11H30INO3 as an isolated structure at a distorted geometry.

Each line ends with the natural charge from an NBO analysis.
CARTESIAN COORDINATES (ANGSTROEM)
I  -22.76140  -21.56278  -21.26259  -0.70
O  -21.99061  -21.04045  -17.78342  -0.93
O  -26.06109  -20.24943  -22.40304  -0.93
O  -23.37311  -24.21541  -22.49766  -1.02
N  -19.46646  -19.35574  -21.24527  -0.22
C  -15.41650  -18.79292  -20.93070  -0.39
C  -19.83991  -19.38766  -19.82076  -0.26
C  -17.99605  -18.71623  -21.32217  -0.18
C  -19.60912  -21.99629  -24.10310  -0.63
C  -14.37472  -19.74314  -20.41376  -0.65
C  -19.17207  -20.80752  -23.35893  -0.41
C  -20.64740  -17.39231  -20.70247  -0.40
C  -20.59306  -18.14795  -19.37872  -0.42
C  -20.49548  -18.41364  -21.83155  -0.19
C  -19.46972  -20.75319  -21.93127  -0.28
C  -16.77801  -19.55087  -21.10184  -0.45
H  -14.25278  -20.70218  -20.80127  0.22
H  -15.48944  -17.84825  -20.34244  0.21
H  -25.40193  -20.87997  -22.30172  0.47
H  -14.33222  -19.94818  -19.30291  0.22
H  -23.61255  -24.05153  -23.37918  0.44
H  -13.34054  -19.51032  -20.71033  0.23
H  -20.60516  -22.40693  -23.59504  0.25
H  -17.98424  -17.88775  -20.55854  0.22
H  -20.43130  -21.14501  -21.67561  0.28
H  -21.40991  -18.78107  -22.06781  0.25
H  -23.27284  -23.17799  -22.02380  0.39
H  -18.95519  -22.81098  -23.97420  0.21
H  -21.71874  -18.31683  -18.96643  0.26
H  -21.58166  -21.72527  -17.71438  0.43
H  -18.89667  -19.10221  -19.12499  0.22
H  -19.79666  -19.87078  -23.95718  0.19
H  -26.39729  -20.57515  -21.56005  0.46
H  -19.95553  -17.53675  -18.63310  0.21
H  -21.57152  -16.84733  -21.04404  0.24
H  -16.48392  -20.07631  -22.06054  0.21
H  -20.29331  -20.31583  -19.49965  0.27
H  -22.28931  -21.09710  -18.76640  0.48
H  -20.06678  -17.95260  -22.54525  0.20
H  -18.12060  -20.54211  -23.33203  0.20
H  -15.24534  -18.24173  -21.95351  0.21
H  -19.79511  -16.82341  -20.68595  0.19
H  -17.05349  -20.31746  -20.46136  0.22
H  -17.92863  -18.29277  -22.38708  0.22
H  -19.65417  -21.78261  -25.27244  0.23
H  -18.90531  -21.67762  -21.46939  0.23

Output
**E_LUMO**: -0.04 eV
**Orbital gap**: 7.941 eV
**F_max**: 0.299 hartree/bohr
**Total energy**: -1015.0232 Eh